1.
This record from the OMol25 dataset describes a single C20H25N3O3 molecule. The level of theory is ωB97M-V with the def2-TZVPD basis set.

Values from the calculation:
charge	0
orbital gap	9.5	eV
SMILES	Cc1cccc(C)c1OCc1cc(C(=O)N2CCN3CCC[C@@H]3C2)no1
HOMO	-8.726	eV
relative energy (zero: lowest compared OMol25 entry of this formula, charge and spin)	339.1	kJ/mol
total energy	-1167.06583	a.u.
LUMO energy	0.8	eV

```
51
Properties=species:S:1:pos:R:3:mulliken_charge:R:1
C -3.21 1.34 2.22 -1.78
C -3.35 0.02 1.53 1.01
C -2.91 -1.14 2.16 -0.63
C -3.03 -2.37 1.54 -0.75
C -3.63 -2.46 0.30 -0.56
C -4.08 -1.33 -0.36 1.03
C -3.91 -0.09 0.26 0.40
O -4.32 1.09 -0.38 -0.61
C -3.50 1.50 -1.45 -0.92
C -2.05 1.25 -1.17 0.59
C -1.13 1.89 -0.40 -0.86
C 0.01 1.04 -0.46 0.87
N -0.24 0.00 -1.22 -0.65
O -1.51 0.12 -1.66 -0.17
C 1.30 1.38 0.19 0.65
O 1.55 2.56 0.42 -0.71
N 2.13 0.39 0.56 0.12
C 2.00 -1.02 0.26 -0.81
H 1.02 -1.23 -0.16 0.61
C 3.10 -1.44 -0.72 -0.80
N 4.37 -1.11 -0.14 -0.12
C 5.56 -1.47 -0.89 -0.81
H 5.72 -2.55 -0.83 0.40
C 6.68 -0.66 -0.21 -0.49
H 7.27 -1.29 0.45 0.25
H 7.35 -0.24 -0.96 0.29
C 5.95 0.44 0.58 -0.72
H 6.35 1.43 0.39 0.37
C 4.50 0.32 0.12 0.43
C 3.43 0.73 1.12 -1.60
H 3.45 1.80 1.31 0.39
H 3.57 0.17 2.06 0.43
H 4.35 0.90 -0.81 0.26
H 6.01 0.24 1.65 0.35
H 5.47 -1.19 -1.95 0.32
H 3.05 -2.52 -0.89 0.40
H 2.93 -0.93 -1.69 0.43
H 2.14 -1.58 1.20 0.26
H -1.21 2.82 0.12 0.56
H -3.68 2.58 -1.57 0.44
H -3.77 0.98 -2.38 0.30
C -4.73 -1.45 -1.70 -1.76
H -5.47 -0.66 -1.85 0.36
H -3.99 -1.39 -2.50 0.25
H -5.23 -2.41 -1.79 0.52
H -3.74 -3.42 -0.18 0.43
H -2.68 -3.26 2.04 0.42
H -2.46 -1.07 3.14 0.46
H -3.66 2.13 1.62 0.32
H -2.16 1.57 2.39 0.28
H -3.71 1.31 3.19 0.54
```

---

2.
This record from the OMol25 dataset describes a gas-phase ion, C4H10NO4S2 (charge -1). The level of theory is ωB97M-V with the def2-TZVPD basis set.

Values from the calculation:
charge	-1
orbital gap	9.0	eV
SMILES	CC[C@H](C)S(=O)(=O)N=[S@@H](=O)[O-]
HOMO	-5.846	eV
relative energy (zero: lowest compared OMol25 entry of this formula, charge and spin)	449.6	kJ/mol
total energy	-1310.38603	a.u.
LUMO energy	3.1	eV

```
21
Properties=species:S:1:pos:R:3:mulliken_charge:R:1
C -1.07 0.36 -1.82 -0.73
C -1.54 0.94 -0.37 -0.52
C -0.41 0.87 0.81 -0.04
C 1.08 1.41 0.37 -1.03
S -0.32 -0.82 1.69 1.05
O 0.71 -0.74 2.84 -0.62
O -1.73 -1.02 2.36 -0.70
N -0.09 -2.16 0.59 -0.43
S 1.43 -2.06 -0.26 0.78
O 2.60 -1.45 0.57 -0.56
O 1.91 -3.48 -0.74 -0.65
H 0.07 0.48 -2.07 0.16
H -1.47 -0.75 -1.92 0.20
H -1.65 0.98 -2.67 0.30
H -2.56 0.45 0.01 0.28
H -1.80 2.10 -0.53 0.32
H -0.78 1.62 1.67 0.29
H 1.08 2.56 0.15 0.31
H 1.57 0.83 -0.53 0.23
H 1.79 1.21 1.31 0.31
H 1.18 -1.34 -1.47 0.07
```

---

3.
This record from the OMol25 dataset describes a molecular structure, C30H41KN3O4P2. The level of theory is ωB97M-V with the def2-TZVPD basis set.

Values from the calculation:
charge	-1
orbital gap	6.0	eV
HOMO	-3.889	eV
relative energy (zero: lowest compared OMol25 entry of this formula, charge and spin)	170.4	kJ/mol
total energy	-2915.79877	a.u.
LUMO energy	2.1	eV

```
81
Properties=species:S:1:pos:R:3:mulliken_charge:R:1
K 1.02 -0.83 -0.34 1.09
C -0.45 -0.28 5.48 -1.77
C -0.63 -0.95 4.12 0.42
C -2.03 -1.53 3.99 -1.55
P -0.22 0.04 2.58 1.00
C -0.83 1.78 2.86 2.05
C -0.11 2.63 3.90 -1.73
C -2.34 1.83 3.06 -1.58
C 1.60 0.25 2.68 0.83
C 2.38 -0.41 3.62 -0.73
C 3.76 -0.28 3.65 -1.08
C 4.37 0.52 2.70 -0.71
C 3.63 1.19 1.76 -0.81
C 2.22 1.09 1.71 -0.23
N 1.41 1.62 0.76 0.31
C 1.69 2.74 0.06 -0.78
C 2.54 3.78 0.56 -0.63
C 2.77 4.94 -0.13 -0.84
C 2.18 5.18 -1.36 -1.10
C 1.32 4.21 -1.85 -0.05
C 1.06 3.02 -1.19 0.84
P -0.09 1.79 -1.91 0.63
C 0.37 1.60 -3.71 0.54
C -0.05 0.19 -4.11 -1.35
C -0.09 2.59 -4.78 -1.66
C -1.77 2.61 -1.89 0.62
C -1.88 4.08 -2.30 -1.75
C -2.37 2.45 -0.50 -1.55
H -0.55 -1.02 6.28 0.47
H -1.22 0.47 5.64 0.28
H 0.52 0.21 5.58 0.36
H 0.06 -1.80 4.05 0.56
H -2.80 -0.76 4.07 0.27
H -2.22 -2.25 4.80 0.46
H -2.17 -2.04 3.04 0.32
H -0.61 2.21 1.88 -1.10
H -0.37 2.33 4.92 0.32
H -0.40 3.68 3.78 0.48
H 0.97 2.57 3.79 0.28
H -2.64 1.51 4.06 0.38
H -2.88 1.21 2.34 0.24
H -2.69 2.86 2.94 0.44
H 1.91 -1.05 4.35 0.27
H 4.35 -0.82 4.39 0.40
H 5.45 0.62 2.68 0.35
H 4.13 1.79 1.01 0.55
H 2.99 3.65 1.53 0.51
H 3.42 5.69 0.32 0.36
H 2.36 6.09 -1.91 0.41
H 0.82 4.39 -2.80 0.11
H 1.47 1.62 -3.66 0.37
H -1.14 0.07 -4.04 0.25
H 0.40 -0.58 -3.48 0.26
H 0.22 -0.01 -5.15 0.48
H -1.18 2.60 -4.86 0.25
H 0.30 2.29 -5.75 0.49
H 0.24 3.61 -4.59 0.36
H -2.35 1.99 -2.59 0.44
H -1.32 4.70 -1.60 0.35
H -2.92 4.41 -2.27 0.49
H -1.50 4.28 -3.30 0.31
H -1.83 3.08 0.22 0.32
H -2.31 1.42 -0.13 -0.04
H -3.41 2.78 -0.49 0.58
C -3.60 -1.48 -0.55 -0.65
C -2.57 -2.34 -1.19 -0.02
N -1.29 -2.28 -0.95 -0.12
C -0.71 -3.26 -1.73 0.58
C -1.68 -3.91 -2.45 0.01
N -2.89 -3.33 -2.07 -0.06
C -1.59 -5.04 -3.37 0.55
O -2.68 -5.88 -3.33 -0.52
O -0.70 -5.25 -4.14 -0.53
C 0.79 -3.55 -1.65 0.17
O 1.10 -4.68 -1.25 -0.73
O 1.50 -2.58 -1.96 -0.78
H -3.09 -0.71 0.02 -0.31
H -4.22 -2.06 0.14 0.35
H -4.26 -1.00 -1.28 0.40
H -3.77 -3.42 -2.53 0.26
H -3.13 -5.75 -2.48 0.33
```

---

4.
This record from the OMol25 dataset describes 2 unconnected molecules or ions with the total composition C2H7NO3. The level of theory is ωB97M-V with the def2-TZVPD basis set.

Values from the calculation:
charge	+1
orbital gap (spin up / spin down)	9.2 / 3.8	eV
HOMO (spin up / spin down)	-13.203 / -13.203	eV
relative energy (zero: lowest compared OMol25 entry of this formula, charge and spin)	71.6	kJ/mol
2S+1	2
total energy	-360.53567	a.u.
LUMO energy (spin up / spin down)	-4.0 / -9.4	eV
<S²>	0.771

```
13
Properties=species:S:1:pos:R:3:mulliken_charge:R:1
C -0.82 2.66 1.54 -0.68
N 0.36 2.03 1.15 0.04
C 0.61 0.68 1.27 0.65
O -0.13 0.03 2.18 -0.38
O 1.24 0.18 0.37 -0.34
H -0.69 3.74 1.65 0.33
H -1.67 2.36 0.90 0.35
H -1.11 2.32 2.57 0.32
H 1.06 2.45 0.53 0.34
H -0.06 -0.86 1.78 0.37
H -0.35 -4.56 -6.10 0.32
H -1.24 -5.40 -5.36 0.32
O -0.76 -4.57 -5.21 -0.64
```